(1)
{"formula": "C25H21CoN2O2Te", "method": "ωB97M-V with the def2-TZVPD basis set", "elements": ["Co", "C", "O", "C", "C", "C", "C", "C", "C", "N", "N", "C", "C", "O", "C", "C", "C", "C", "C", "C", "C", "C", "H", "H", "H", "H", "H", "H", "H", "H", "H", "H", "H", "H", "H", "C", "Te", "C", "C", "C", "C", "C", "C", "C", "H", "H", "H", "H", "H", "H", "H", "H"], "coordinates": [[0.1266, 2.3191, 1.0349], [-0.7630, 4.0607, 3.6391], [-0.8445, 2.8726, 2.8460], [-1.4679, 1.7725, 3.3943], [-2.2318, 1.7740, 4.5540], [-2.8415, 0.6005, 4.9686], [-2.7017, -0.5713, 4.2369], [-1.9524, -0.5832, 3.0753], [-1.3118, 0.5774, 2.6605], [-0.5721, 0.5743, 1.4678], [0.7212, 0.6203, 1.4634], [1.6403, 0.2121, 0.5546], [2.3500, 1.3286, -0.0044], [1.8046, 2.4928, 0.1730], [3.4866, 1.0938, -0.8011], [3.8420, -0.1998, -1.1087], [3.0797, -1.3106, -0.6779], [3.3704, -2.6201, -1.1143], [2.5607, -3.6784, -0.7612], [1.4656, -3.4767, 0.0802], [1.1898, -2.2193, 0.5826], [1.9637, -1.1183, 0.1884], [-1.7270, 4.5759, 3.6504], [-0.0175, 4.7022, 3.1702], [-0.4461, 3.8321, 4.6584], [-2.3681, 2.6765, 5.1268], [-3.4372, 0.5977, 5.8693], [-3.1697, -1.4822, 4.5715], [-1.8495, -1.4879, 2.4963], [4.0344, 1.9457, -1.1759], [4.7029, -0.3808, -1.7363], [4.2268, -2.7796, -1.7513], [2.7766, -4.6672, -1.1327], [0.8272, -4.3066, 0.3330], [0.3716, -2.0758, 1.2746], [-1.9958, 0.1171, -1.4341], [-1.2529, 2.1675, -1.3279], [0.1801, 1.3991, -2.7687], [-0.4208, 0.1650, -3.3731], [0.0524, -0.3481, -4.5731], [-0.5664, -1.4472, -5.1479], [-1.6379, -2.0632, -4.5026], [-2.0911, -1.5806, -3.2872], [-1.4973, -0.4585, -2.7223], [-3.0844, 0.1238, -1.3913], [-1.6203, -0.4352, -0.5677], [1.1237, 1.1820, -2.2626], [0.3702, 2.1638, -3.5243], [0.8830, 0.1250, -5.0724], [-0.2368, -1.8095, -6.1079], [-2.1257, -2.9113, -4.9548], [-2.9192, -2.0605, -2.7884]], "charge": 2, "spin_multiplicity": 5, "largest_force_ev_per_a": 3.19, "e_lumo_ev": [-7.630, -9.171]}

=====

(2)
{"formula": "C25H21CuN3O6", "method": "ωB97M-V with the def2-TZVPD basis set", "elements": ["Cu", "C", "C", "C", "C", "C", "C", "C", "C", "N", "C", "O", "C", "C", "C", "C", "C", "N", "C", "O", "N", "C", "C", "C", "C", "C", "C", "C", "C", "H", "H", "H", "H", "H", "H", "H", "H", "H", "H", "H", "H", "H", "H", "H", "H", "H", "H", "H", "H", "H", "O", "C", "O", "C", "O", "O"], "coordinates": [[0.4780, -0.4163, 0.1755], [-2.4979, -1.9795, -2.1501], [-3.4169, -0.8054, -2.0800], [-4.2271, -0.4528, -3.1153], [-4.9600, 0.7555, -3.1375], [-4.9014, 1.6359, -2.0994], [-4.2290, 1.2887, -0.8581], [-3.7756, 2.4372, 0.0147], [-3.4129, 0.0027, -0.8462], [-2.0891, -0.5665, 1.2100], [-1.8857, 0.2501, 2.3305], [-2.6879, 1.1294, 2.6578], [-0.6195, 0.0453, 3.0349], [-0.4716, 0.1795, 4.4253], [0.7792, 0.0373, 4.9788], [1.8772, -0.2084, 4.1484], [1.6585, -0.3084, 2.7767], [0.4505, -0.1960, 2.2546], [2.8073, -0.4515, 1.8167], [3.9481, -0.6659, 2.2605], [2.4623, -0.3188, 0.5402], [3.3689, -0.1373, -0.4752], [4.3096, 0.9166, -0.4514], [4.3701, 1.8416, 0.7264], [5.1610, 1.1071, -1.5252], [5.0993, 0.2968, -2.6464], [4.1532, -0.7135, -2.6914], [3.2960, -0.9446, -1.6316], [2.2787, -2.0340, -1.6979], [-2.6137, -2.5033, -3.0989], [-2.6956, -2.6694, -1.3294], [-1.4609, -1.6596, -2.0451], [-4.2436, -1.0788, -4.0005], [-5.4968, 1.0168, -4.0422], [-5.2879, 2.6416, -2.1919], [-4.5650, 3.1855, 0.0853], [-2.8848, 2.8953, -0.4123], [-3.5347, 2.0709, 1.0122], [-1.3444, 0.3807, 5.0273], [0.9205, 0.1201, 6.0512], [2.8794, -0.3119, 4.5333], [3.3688, 2.2031, 0.9642], [5.0255, 2.6922, 0.5302], [4.7350, 1.2984, 1.5989], [5.8890, 1.9122, -1.4895], [5.7758, 0.4565, -3.4786], [4.0870, -1.3439, -3.5715], [2.2353, -2.4752, -2.6922], [1.2928, -1.6259, -1.4276], [2.4929, -2.8102, -0.9662], [-4.6479, 0.1248, -0.1835], [-2.1510, 0.0225, -0.0552], [-1.1230, 0.5094, -0.5981], [-1.4588, -1.9465, 1.2733], [-1.8740, -2.6293, 2.1856], [-0.6414, -2.2007, 0.3773]], "charge": -2, "spin_multiplicity": 2, "largest_force_ev_per_a": 2.69, "e_lumo_ev": [4.964, 4.962]}

=====

(3)
{"formula": "C25H21F3NO8S3", "method": "ωB97M-V with the def2-TZVPD basis set", "elements": ["F", "C", "F", "F", "S", "N", "S", "C", "C", "C", "C", "C", "C", "O", "O", "S", "C", "C", "C", "C", "C", "C", "O", "O", "H", "H", "H", "H", "H", "H", "H", "H", "H", "H", "C", "C", "C", "O", "C", "O", "C", "C", "C", "C", "C", "C", "C", "C", "O", "O", "H", "H", "H", "H", "H", "H", "H", "H", "H", "H", "H"], "coordinates": [[0.6802, -2.4212, 1.4267], [-0.4646, -1.7009, 1.3347], [-1.4166, -2.4877, 0.7924], [-0.8530, -1.3504, 2.5853], [-0.0233, -0.2621, 0.3032], [-1.2974, 0.7552, 0.9470], [-2.9294, 0.6923, 0.1596], [-4.0668, 0.4569, 1.5265], [-5.0166, -0.5702, 1.5053], [-5.9194, -0.6769, 2.5624], [-5.8779, 0.2316, 3.6301], [-4.9214, 1.2502, 3.6412], [-4.0652, 1.3931, 2.5519], [-3.1245, 1.9900, -0.4359], [-2.9886, -0.5074, -0.6344], [-0.6045, 2.2854, 1.5006], [0.3918, 1.6590, 2.8478], [0.0086, 1.8185, 4.1849], [0.7715, 1.1814, 5.1747], [1.8626, 0.3763, 4.8349], [2.2406, 0.2565, 3.4984], [1.5597, 0.9706, 2.5208], [0.2466, 2.7741, 0.4497], [-1.6296, 3.1098, 2.0907], [-5.0773, -1.2414, 0.6502], [-6.6817, -1.4570, 2.5566], [-6.5875, 0.1582, 4.4553], [-4.8548, 1.9615, 4.4721], [-3.4128, 2.2529, 2.4824], [-0.8739, 2.4123, 4.4247], [0.4971, 1.2973, 6.2245], [2.4134, -0.1804, 5.5952], [3.0716, -0.3810, 3.1939], [1.9452, 1.0092, 1.5001], [5.7999, -0.5378, -0.5889], [4.8991, -0.0062, 0.5083], [5.6112, 1.0237, 1.3876], [3.7280, 0.6557, -0.0420], [2.8782, -0.1774, -0.7571], [2.0282, 0.3448, -1.4586], [3.0525, -1.6056, -0.5397], [3.1886, -2.5133, -1.6293], [3.7543, -3.8195, -1.4377], [4.4656, -4.4270, -2.4759], [4.5762, -3.8087, -3.7318], [3.8325, -2.6491, -3.9938], [3.0947, -2.0377, -2.9801], [3.5383, -1.9581, 0.7992], [3.2281, -2.9421, 1.4350], [4.4115, -1.0539, 1.3792], [5.2749, -1.2537, -1.2335], [6.1402, 0.3027, -1.2067], [6.6698, -1.0337, -0.1429], [4.9195, 1.4264, 2.1390], [6.4655, 0.5670, 1.9024], [5.9677, 1.8536, 0.7650], [3.7019, -4.2584, -0.4372], [4.9807, -5.3824, -2.3106], [5.2007, -4.2357, -4.5205], [3.8359, -2.2073, -4.9898], [2.5149, -1.1234, -3.1396]], "charge": -1, "largest_force_ev_per_a": 2.02, "e_lumo_ev": 2.199}

=====

(4)
{"formula": "C25H21F5LuN5O3", "method": "ωB97M-V with the def2-TZVPD basis set", "elements": ["Lu", "C", "C", "C", "C", "C", "C", "N", "C", "C", "C", "C", "C", "N", "C", "C", "C", "C", "C", "C", "N", "H", "H", "H", "H", "H", "H", "H", "H", "H", "H", "H", "H", "H", "H", "H", "C", "O", "C", "O", "N", "N", "H", "H", "H", "H", "H", "H", "F", "C", "C", "F", "C", "F", "C", "O", "C", "F", "C", "F"], "coordinates": [[-0.4141, 0.1618, -0.3473], [-1.4244, 1.7624, -3.1480], [0.0319, 2.0532, -2.9415], [0.6685, 3.0248, -3.7090], [2.0129, 3.2560, -3.5284], [2.7219, 2.4956, -2.6024], [2.0456, 1.5460, -1.8742], [0.7145, 1.3457, -2.0268], [2.7214, 0.6571, -0.8855], [4.0982, 0.5427, -0.7838], [4.6214, -0.3418, 0.1442], [3.7707, -1.0821, 0.9508], [2.4041, -0.9099, 0.8093], [1.9091, -0.0599, -0.0997], [1.3965, -1.5935, 1.6758], [1.7560, -2.4635, 2.6799], [0.7637, -2.9696, 3.5141], [-0.5408, -2.5721, 3.3322], [-0.8520, -1.6986, 2.2927], [-2.2588, -1.1991, 2.1250], [0.1037, -1.2485, 1.4648], [-1.6000, 1.4855, -4.1881], [-2.0331, 2.6395, -2.9281], [-1.7928, 0.9596, -2.5135], [0.0964, 3.5855, -4.4359], [2.5204, 4.0170, -4.1064], [3.7786, 2.6631, -2.4579], [4.7549, 1.1176, -1.4191], [5.6933, -0.4531, 0.2425], [4.1771, -1.7626, 1.6832], [2.7874, -2.7385, 2.8414], [1.0244, -3.6487, 4.3153], [-1.3272, -2.9176, 3.9896], [-2.9685, -2.0257, 2.0977], [-2.4115, -0.6088, 1.2229], [-2.5249, -0.5690, 2.9758], [-2.4464, -4.8536, -1.1206], [-2.5590, -3.4136, -0.9770], [-1.5462, -2.6437, -1.2514], [-1.6706, -1.4115, -1.1145], [-0.3916, -3.1753, -1.6865], [0.6521, -2.2776, -1.9546], [-3.3916, -5.2496, -0.7724], [-1.6346, -5.2278, -0.4985], [-2.3077, -5.1083, -2.1708], [-0.3475, -4.1244, -2.0245], [0.7124, -2.1175, -2.9561], [1.5229, -2.6890, -1.6402], [-1.8878, 5.0958, 4.0500], [-1.8973, 4.2321, 3.0472], [-2.9797, 4.1797, 2.1802], [-3.9967, 5.0039, 2.3636], [-3.0116, 3.2773, 1.1263], [-4.0641, 3.2498, 0.3164], [-1.9500, 2.4114, 0.9163], [-1.8815, 1.5006, -0.0702], [-0.8935, 2.4990, 1.8004], [0.1445, 1.6223, 1.5500], [-0.8258, 3.3747, 2.8588], [0.2265, 3.3949, 3.6663]], "charge": 2, "largest_force_ev_per_a": 1.22, "e_lumo_ev": -6.353}